Record 1
This record from the Open Molecules 2025 dataset describes a 6-piece molecular cluster, C44H49BrN2O3S2 overall at a distorted geometry. The level of theory is the ωB97M-V functional and the def2-TZVPD basis.

The calculation puts the HOMO energy at -9.19 eV. The electronic energy comes out at -5411.51185 Ha. Its gap between HOMO and LUMO is 7.6444 eV. As for the structure (SMILES): CCOCCCCCc1c(C[SH](=O)=O)cc(Br)c2nsnc12.c1ccccc1.c1ccccc1.c1ccccc1.c1ccccc1.c1ccccc1.

Structure (ORCA input):
```
! wB97M-V def2-TZVPD RIJCOSX def2/J DEFGRID3
* xyz 0 1
C 5.271 -2.468 0.048
C 6.103 -2.371 -1.301
O 6.905 -1.193 -1.424
C 6.245 -0.147 -2.147
C 5.743 0.942 -1.098
C 5.222 2.213 -1.904
C 3.650 2.379 -1.905
C 2.837 1.055 -2.203
C 1.541 1.055 -1.299
C 0.195 0.882 -1.811
C -0.022 0.691 -3.381
S -0.050 -1.149 -3.673
O 0.326 -1.508 -5.038
O -1.338 -1.702 -3.226
C -1.075 0.833 -0.959
C -0.974 0.969 0.485
Br -2.598 0.868 1.574
C 0.387 1.160 1.064
N 0.714 1.287 2.381
S 2.363 1.438 2.579
N 2.765 1.361 0.970
C 1.655 1.203 0.209
H 5.188 -1.497 0.600
H 5.756 -3.212 0.732
H 4.228 -2.817 -0.184
H 5.398 -2.520 -2.168
H 6.803 -3.256 -1.324
H 5.409 -0.496 -2.813
H 6.984 0.385 -2.820
H 4.873 0.511 -0.535
H 6.532 1.229 -0.361
H 5.633 3.110 -1.349
H 5.632 2.255 -2.954
H 3.356 2.892 -0.944
H 3.368 3.119 -2.716
H 2.598 1.036 -3.296
H 3.372 0.103 -1.951
H 0.789 1.185 -3.970
H -1.012 1.149 -3.632
H 0.896 -1.636 -2.767
H -2.057 0.699 -1.472
C -0.650 5.608 -0.385
C 0.112 4.534 0.058
C 1.246 4.757 0.832
C 1.619 6.056 1.158
C 0.861 7.130 0.707
C -0.274 6.907 -0.063
H -1.538 5.433 -0.983
H -0.178 3.521 -0.199
H 1.840 3.919 1.182
H 2.501 6.231 1.763
H 1.155 8.143 0.956
H -0.866 7.744 -0.413
C -6.260 -1.423 6.014
C -6.001 -1.889 4.730
C -5.252 -1.119 3.848
C -4.766 0.120 4.250
C -5.032 0.590 5.530
C -5.778 -0.182 6.413
H -6.838 -2.027 6.703
H -6.382 -2.854 4.417
H -5.047 -1.484 2.848
H -4.180 0.720 3.563
H -4.657 1.559 5.840
H -5.983 0.184 7.412
C -0.919 -5.371 1.043
C -1.255 -5.058 -0.269
C -1.114 -3.754 -0.728
C -0.641 -2.766 0.116
C -0.311 -3.074 1.432
C -0.449 -4.377 1.895
H -1.022 -6.389 1.401
H -1.624 -5.830 -0.934
H -1.370 -3.506 -1.751
H -0.530 -1.751 -0.249
H 0.054 -2.297 2.096
H -0.191 -4.619 2.920
C 3.047 -6.487 -3.944
C 3.741 -6.301 -2.751
C 3.202 -5.498 -1.752
C 1.973 -4.883 -1.951
C 1.286 -5.059 -3.138
C 1.819 -5.861 -4.139
H 3.463 -7.117 -4.721
H 4.701 -6.782 -2.602
H 3.740 -5.353 -0.821
H 1.543 -4.253 -1.179
H 0.331 -4.565 -3.279
H 1.281 -5.999 -5.070
C -6.509 2.800 2.538
C -7.784 3.153 2.111
C -7.943 4.076 1.085
C -6.827 4.651 0.488
C -5.552 4.306 0.922
C -5.393 3.379 1.945
H -6.386 2.075 3.334
H -8.655 2.706 2.577
H -8.937 4.349 0.749
H -6.950 5.370 -0.314
H -4.682 4.758 0.460
H -4.399 3.109 2.281
*
```


Record 2
This record from the Open Molecules 2025 dataset describes a 5-piece molecular cluster, CH12O5 overall at a distorted geometry. The level of theory is the ωB97M-V functional and the def2-TZVPD basis.

The calculation puts the HOMO energy at -10.52 eV. The electronic energy comes out at -421.47091 Ha. Its gap between HOMO and LUMO is 11.0702 eV. As for the structure (SMILES): CO.O.O.O.O.

Structure (ORCA input):
```
! wB97M-V def2-TZVPD RIJCOSX def2/J DEFGRID3
* xyz 0 1
C 2.287 -0.681 0.547
O 1.080 -1.166 -0.023
H 2.987 -0.167 -0.137
H 2.921 -1.493 0.967
H 2.042 -0.078 1.484
H 0.837 -0.542 -0.754
O -2.290 -0.669 -0.744
H -1.782 -1.168 -0.125
H -3.212 -0.456 -0.504
O 0.171 3.063 -0.032
H -0.311 2.307 -0.509
H -0.586 3.666 0.193
O -1.011 -1.338 1.763
H -0.041 -1.393 1.512
H -1.076 -2.164 2.210
O -0.386 0.849 -1.711
H -1.058 0.185 -1.509
H -0.573 1.245 -2.630
*
```


Record 3
This record from the Open Molecules 2025 dataset describes one molecule with the formula C4H9NO at a distorted geometry. The level of theory is the ωB97M-V functional and the def2-TZVPD basis.

The calculation puts the HOMO energy at -9.21 eV. The electronic energy comes out at -287.79256 Ha. Its gap between HOMO and LUMO is 10.0555 eV. As for the structure (SMILES): CCN(C)C=O.

Structure (ORCA input):
```
! wB97M-V def2-TZVPD RIJCOSX def2/J DEFGRID3
* xyz 0 1
C -1.749 -0.008 0.597
C -0.826 0.005 -0.628
N 0.568 0.162 -0.272
C 1.215 -0.769 0.641
C 1.328 1.090 -0.929
O 1.066 1.583 -1.999
H -2.250 0.946 0.762
H -2.578 -0.719 0.593
H -1.130 -0.277 1.450
H -0.961 -0.959 -1.134
H -1.094 0.771 -1.325
H 2.195 -1.023 0.243
H 1.291 -0.329 1.637
H 0.653 -1.696 0.735
H 2.273 1.224 -0.372
*
```


Record 4
This record from the Open Molecules 2025 dataset describes a 10-piece molecular cluster, C90H190N10O10 overall at a distorted geometry. The level of theory is the ωB97M-V functional and the def2-TZVPD basis.

The calculation puts the HOMO energy at -7.66 eV. The electronic energy comes out at -4842.25719 Ha. Its gap between HOMO and LUMO is 8.0413 eV. As for the structure (SMILES): CC1(C)CCCC(C)(C)N1O.CC1(C)CCCC(C)(C)N1O.CC1(C)CCCC(C)(C)N1O.CC1(C)CCCC(C)(C)N1O.CC1(C)CCCC(C)(C)N1O.CC1(C)CCCC(C)(C)N1O.CC1(C)CCCC(C)(C)N1O.CC1(C)CCCC(C)(C)N1O.CC1(C)CCCC(C)(C)N1O.CC1(C)CCCC(C)(C)N1O.

Structure (ORCA input):
```
! wB97M-V def2-TZVPD RIJCOSX def2/J DEFGRID3
* xyz 0 1
C 6.517 -7.104 1.611
C 5.677 -7.771 0.551
C 6.494 -7.683 -0.742
C 5.499 -9.373 0.760
C 4.487 -9.907 1.771
C 3.085 -9.383 1.385
C 3.113 -7.765 1.137
C 1.804 -7.425 0.323
C 3.060 -7.078 2.522
N 4.330 -7.277 0.337
O 4.326 -5.912 0.041
H 6.668 -6.038 1.438
H 6.076 -6.906 2.588
H 7.497 -7.579 1.657
H 7.419 -8.258 -0.714
H 5.984 -7.809 -1.696
H 6.844 -6.663 -0.902
H 5.099 -9.796 -0.161
H 6.507 -9.772 0.878
H 4.560 -10.986 1.910
H 4.712 -9.782 2.830
H 2.446 -9.443 2.267
H 2.687 -9.883 0.502
H 1.654 -6.346 0.302
H 1.040 -8.025 0.817
H 1.921 -7.729 -0.717
H 4.012 -7.138 3.049
H 2.202 -7.377 3.124
H 2.815 -6.027 2.368
H 5.089 -5.646 -0.477
C -8.066 5.514 -0.558
C -7.204 4.553 0.325
C -7.705 4.563 1.763
C -7.370 3.181 -0.244
C -6.470 2.109 0.427
C -4.980 2.526 0.203
C -4.691 4.037 0.608
C -4.379 4.099 2.158
C -3.330 4.423 -0.116
N -5.698 4.962 0.140
O -5.365 6.275 0.378
H -9.105 5.248 -0.364
H -7.905 6.518 -0.167
H -7.693 5.637 -1.575
H -7.608 3.604 2.272
H -7.147 5.395 2.191
H -8.738 4.905 1.829
H -8.426 2.913 -0.216
H -7.229 3.204 -1.324
H -6.644 2.018 1.500
H -6.685 1.129 -0.001
H -4.537 2.519 -0.793
H -4.369 1.827 0.774
H -4.349 5.138 2.485
H -3.392 3.732 2.440
H -5.192 3.695 2.761
H -2.608 5.087 0.360
H -3.467 4.986 -1.040
H -2.660 3.580 -0.284
H -5.164 6.700 -0.458
C 3.307 -1.442 -8.021
C 2.999 -1.187 -6.533
C 3.061 -2.463 -5.564
C 4.163 -0.306 -5.983
C 4.148 1.126 -6.349
C 2.839 1.817 -5.875
C 1.670 1.030 -6.514
C 0.415 1.530 -5.851
C 1.578 1.465 -7.957
N 1.782 -0.469 -6.289
O 0.682 -1.155 -6.767
H 3.585 -0.582 -8.630
H 4.207 -2.056 -7.987
H 2.610 -1.913 -8.714
H 2.968 -2.273 -4.494
H 2.153 -3.037 -5.751
H 3.849 -3.198 -5.722
H 4.536 -0.512 -4.980
H 5.071 -0.631 -6.492
H 5.008 1.623 -5.901
H 4.232 1.202 -7.433
H 2.739 2.828 -6.269
H 2.624 1.743 -4.808
H -0.542 1.133 -6.190
H 0.381 2.619 -5.849
H 0.366 1.114 -4.844
H 1.357 2.531 -8.025
H 0.767 0.950 -8.472
H 2.478 1.306 -8.550
H 0.309 -1.413 -5.921
C 2.430 -2.120 -0.644
C 2.030 -0.698 -1.256
C 3.196 -0.013 -1.855
C 1.050 -0.962 -2.393
C -0.356 -1.240 -2.054
C -0.816 -0.057 -1.091
C -0.016 0.064 0.172
C -0.674 1.437 0.807
C -0.155 -1.160 1.150
N 1.401 0.207 -0.233
O 2.314 0.398 0.822
H 2.947 -1.984 0.306
H 1.515 -2.675 -0.436
H 2.895 -2.786 -1.371
H 3.984 0.165 -1.123
H 3.538 -0.573 -2.726
H 2.800 0.941 -2.201
H 1.008 -0.139 -3.107
H 1.383 -1.799 -3.006
H -1.010 -1.426 -2.906
H -0.456 -2.199 -1.545
H -1.860 -0.348 -0.981
H -0.788 0.939 -1.533
H -0.490 1.644 1.861
H -1.750 1.343 0.953
H -0.306 2.180 0.098
H -0.317 -2.029 0.512
H -1.059 -0.987 1.735
H 0.613 -1.373 1.893
H 2.350 1.350 0.943
C -1.259 -5.038 -1.280
C -2.438 -5.884 -0.980
C -2.691 -6.810 -2.256
C -1.900 -6.962 0.111
C -1.925 -6.284 1.585
C -3.265 -5.690 1.865
C -3.733 -4.607 0.820
C -5.139 -4.127 1.193
C -2.790 -3.347 0.960
N -3.674 -5.200 -0.507
O -4.207 -4.257 -1.380
H -0.683 -4.650 -0.440
H -0.572 -5.699 -1.807
H -1.571 -4.182 -1.879
H -3.591 -7.420 -2.338
H -2.765 -6.258 -3.192
H -1.854 -7.496 -2.386
H -2.580 -7.814 0.100
H -0.898 -7.263 -0.197
H -1.662 -7.078 2.284
H -1.113 -5.591 1.805
H -3.192 -5.206 2.839
H -3.990 -6.504 1.892
H -5.951 -4.801 0.921
H -5.295 -3.107 0.842
H -5.275 -4.211 2.271
H -2.561 -2.869 0.007
H -1.936 -3.657 1.562
H -3.252 -2.579 1.580
H -4.971 -4.745 -1.695
C 2.505 -0.452 6.175
C 3.851 -1.119 5.742
C 4.477 -1.747 7.059
C 3.466 -2.143 4.618
C 4.743 -2.562 3.784
C 5.441 -1.358 3.233
C 5.865 -0.391 4.249
C 7.132 -0.702 5.035
C 6.193 0.892 3.507
N 4.782 -0.055 5.229
O 5.165 0.855 6.204
H 2.155 -0.064 5.219
H 1.794 -1.225 6.466
H 2.533 0.357 6.905
H 4.526 -0.904 7.748
H 3.951 -2.659 7.344
H 5.549 -1.901 6.941
H 3.354 -3.120 5.087
H 2.566 -1.872 4.065
H 5.357 -3.110 4.499
H 4.542 -3.331 3.038
H 4.768 -0.920 2.496
H 6.358 -1.679 2.739
H 8.001 -0.829 4.389
H 6.967 -1.677 5.494
H 7.460 0.038 5.766
H 7.093 0.813 2.897
H 6.430 1.795 4.070
H 5.347 1.353 2.997
H 4.925 1.729 5.888
C -4.777 1.686 7.845
C -4.196 1.610 6.490
C -4.491 2.992 5.886
C -2.690 1.296 6.578
C -2.069 0.730 5.309
C -2.940 -0.355 4.574
C -4.472 -0.077 4.603
C -4.725 0.834 3.367
C -5.171 -1.433 4.286
N -4.868 0.393 5.880
O -6.284 0.303 5.925
H -5.737 2.188 7.726
H -4.791 0.755 8.411
H -4.431 2.409 8.584
H -3.932 3.197 4.973
H -5.536 3.241 5.698
H -4.294 3.849 6.530
H -2.368 2.338 6.570
H -2.336 0.778 7.470
H -1.774 1.549 4.652
H -1.079 0.397 5.623
H -2.634 -1.309 5.001
H -2.441 -0.381 3.605
H -5.810 0.876 3.271
H -4.186 0.519 2.474
H -4.264 1.815 3.482
H -6.241 -1.505 4.093
H -4.922 -2.073 5.132
H -4.859 -1.929 3.367
H -6.470 0.679 5.062
C 0.051 7.929 4.309
C 0.602 6.649 3.663
C -0.108 6.139 2.397
C 2.022 7.139 3.204
C 3.101 6.027 2.979
C 3.153 5.072 4.076
C 1.789 4.434 4.546
C 1.300 3.289 3.717
C 2.060 3.884 5.937
N 0.784 5.542 4.711
O -0.446 5.114 5.209
H -1.010 7.790 4.516
H 0.236 8.020 5.379
H 0.232 8.837 3.735
H -0.102 6.666 1.443
H 0.165 5.161 2.000
H -1.153 5.900 2.595
H 1.859 7.716 2.294
H 2.480 7.936 3.790
H 2.837 5.552 2.034
H 4.117 6.412 2.897
H 3.786 5.517 4.844
H 3.776 4.271 3.679
H 0.218 3.187 3.797
H 1.802 2.359 3.981
H 1.345 3.591 2.671
H 2.860 3.144 5.906
H 1.163 3.426 6.353
H 2.236 4.739 6.589
H -0.415 5.607 6.032
C 5.544 6.059 -3.416
C 4.569 5.955 -2.228
C 5.422 5.996 -0.869
C 3.682 7.235 -2.311
C 2.439 7.196 -1.450
C 1.487 6.105 -2.035
C 2.327 4.691 -1.974
C 2.164 4.307 -0.475
C 1.464 3.749 -2.853
N 3.725 4.756 -2.506
O 4.448 3.559 -2.781
H 6.251 5.235 -3.325
H 5.027 6.048 -4.376
H 6.259 6.875 -3.312
H 4.945 6.215 0.087
H 5.574 4.923 -0.760
H 6.440 6.363 -0.998
H 4.150 8.213 -2.199
H 3.387 7.167 -3.358
H 2.633 7.126 -0.379
H 2.038 8.206 -1.535
H 0.941 6.315 -2.954
H 0.712 5.924 -1.291
H 2.641 5.099 0.101
H 2.719 3.390 -0.276
H 1.116 4.264 -0.180
H 1.666 3.830 -3.921
H 0.390 3.795 -2.674
H 1.650 2.690 -2.677
H 4.655 3.325 -1.874
C -6.048 -1.230 -8.330
C -4.539 -1.231 -8.018
C -3.828 -1.279 -9.440
C -4.161 0.157 -7.343
C -4.637 0.298 -5.884
C -3.872 -0.773 -5.084
C -4.203 -2.233 -5.647
C -3.099 -3.079 -4.853
C -5.661 -2.596 -5.229
N -4.046 -2.332 -7.110
O -4.201 -3.579 -7.646
H -6.371 -2.176 -8.764
H -6.755 -0.943 -7.552
H -6.291 -0.353 -8.930
H -2.787 -1.570 -9.582
H -4.268 -2.050 -10.073
H -4.247 -0.449 -10.008
H -3.087 0.289 -7.213
H -4.503 1.079 -7.813
H -4.183 1.225 -5.536
H -5.674 0.458 -5.587
H -4.171 -0.577 -4.055
H -2.810 -0.529 -5.046
H -3.252 -4.149 -4.991
H -3.025 -2.806 -3.800
H -2.113 -2.886 -5.276
H -5.813 -3.523 -5.782
H -6.342 -1.885 -5.696
H -5.840 -2.793 -4.172
H -3.343 -3.867 -7.964
*
```